Molecular formula: C20H28N2NbSi
Method: DFT, ωB97M-V/def2-TZVPD

The total charge is +3. The calculation puts the relative energy (zero: lowest compared OMol25 entry of this formula, charge and spin) at 14.0 kcal/mol. As for the frontier orbital gap (alpha / beta): 3.780 / 3.702 eV. Its electronic energy is -33569.5975 eV. As for the LUMO energy (alpha / beta): -12.6 / -12.7 eV.

Geometry as XYZ:
```
52
Properties=species:S:1:pos:R:3:forces:R:3
C -0.848179 -0.458706 -1.192319 0.41 -2.35 0.00
C -0.045609 -0.406946 -2.375759 -0.16 -0.86 0.41
C 1.321356 -0.487370 -1.977230 -0.25 -0.91 0.28
H -0.425280 -0.364017 -3.393392 0.09 0.22 0.13
C 1.368252 -0.628200 -0.556925 -0.25 -1.52 0.10
C 0.030291 -0.593745 -0.062177 -0.18 -1.97 -0.78
H -0.254472 -0.827110 0.963016 0.08 0.35 -0.32
H -1.928880 -0.583016 -1.173736 0.31 0.31 0.04
H 2.179992 -0.495320 -2.625794 0.05 -0.06 0.02
H 2.251001 -0.843464 0.033999 -0.08 0.15 -0.04
Nb 0.447104 1.344840 -1.063171 1.88 6.30 0.24
C 4.352396 0.884016 0.701979 -1.20 -2.60 -0.72
H 5.154717 1.445210 1.189227 -0.52 0.43 -0.56
H 3.646948 0.514555 1.456906 0.27 -0.12 0.07
H 4.798713 0.038074 0.161367 0.05 0.00 0.41
Si 3.246208 1.906713 -0.651553 4.24 2.12 1.97
C 2.104214 2.547027 -2.384136 -1.06 -0.94 -0.42
C 2.282985 1.978552 -3.697657 0.02 -0.41 0.35
H 2.361022 0.890983 -3.846294 -0.06 0.78 -0.02
C 2.416714 2.791405 -4.825337 -0.23 0.04 -0.02
H 2.482126 2.328744 -5.817260 0.06 0.16 0.47
C 2.492774 4.184677 -4.695823 -0.06 -0.41 0.20
H 2.631153 4.815725 -5.582431 0.02 -0.28 0.43
C 2.398921 4.756867 -3.417860 -0.18 0.13 -0.11
H 2.529044 5.838005 -3.316994 -0.20 -0.38 0.13
C 2.156718 3.968630 -2.300624 -0.11 0.25 0.66
H 2.067262 4.432218 -1.312667 0.17 0.04 -0.40
C 4.888018 2.581400 -1.397115 -0.05 0.40 -0.74
C 5.353435 2.332414 -2.683451 0.34 0.12 -0.15
H 4.698130 1.864657 -3.433174 0.56 0.23 0.30
C 6.679695 2.677528 -3.010266 0.05 -0.03 0.39
H 7.034871 2.538037 -4.034188 -0.03 -0.10 0.41
C 7.545815 3.173913 -2.016867 -0.35 -0.11 -0.42
H 8.606401 3.314930 -2.230203 -0.37 0.08 -0.06
C 7.049570 3.492768 -0.750211 -0.31 -0.16 -0.24
H 7.691695 3.905580 0.030754 -0.18 -0.04 -0.35
C 5.705873 3.254332 -0.470590 -0.16 -0.24 0.39
H 5.312382 3.517859 0.521089 0.25 -0.05 -0.47
H 1.925864 1.313668 0.101280 -1.52 -0.28 -0.42
H 3.382434 2.731524 0.648875 -1.72 0.94 -1.01
N -1.793486 1.978134 -1.194459 0.36 0.12 -0.29
C -2.597281 1.716825 0.051527 -0.65 0.37 0.03
C -1.729077 1.472508 1.280969 0.00 -0.09 0.67
N -0.292449 1.862798 1.044456 -0.10 -0.18 -0.03
H -1.880797 2.969253 -1.421428 0.14 0.17 0.07
H -2.263522 1.533537 -1.990717 0.13 0.10 0.24
H -3.237159 2.595292 0.229412 0.13 -0.41 -0.18
H -3.255663 0.851734 -0.110572 0.16 0.40 -0.01
H -2.122676 2.069084 2.119747 0.20 -0.35 -0.21
H -1.762191 0.415518 1.583028 0.04 0.50 -0.06
H 0.296949 1.431664 1.764426 -0.23 0.08 -0.09
H -0.217809 2.860479 1.264906 0.20 0.07 -0.29
```
Positions in Å, forces in eV/Å.

Here are the natural (NBO) charges for atoms 1 to 2, given in e:
1 C -0.25
2 C -0.26

---

Molecular formula: C4H15N3O
Method: DFT, ωB97M-V/def2-TZVPD

The total charge is -1. The calculation puts the relative energy (zero: lowest compared OMol25 entry of this formula, charge and spin) at 17.1 kcal/mol. The expectation value of S² is 0.75. As for the frontier orbital gap (alpha / beta): 2.457 / 8.743 eV. Its electronic energy is -10907.1134 eV. As for the LUMO energy (alpha / beta): 3.7 / 3.5 eV. The multiplicity is 2.

Geometry as XYZ:
```
23
Properties=species:S:1:pos:R:3:forces:R:3
C -0.830255 1.359826 -1.326062 -0.20 -0.54 0.42
N -0.546113 -0.076694 -1.449812 0.09 -0.19 0.40
C 0.785248 -0.535876 -1.047258 -0.07 0.70 -0.37
C 0.798639 -2.008837 -0.743888 -0.17 -0.45 0.40
N 0.276434 -2.284202 0.610510 0.17 0.64 0.15
C -1.640468 1.716053 -0.081588 0.26 0.39 0.08
N -0.944129 1.800781 1.174907 0.00 -0.21 0.51
H -1.491548 1.596537 -2.147824 0.06 0.46 -0.61
H 0.098606 1.933600 -1.363833 -0.07 0.02 -0.18
H -1.189200 -0.587892 -0.852715 -0.23 0.12 -0.18
H 1.134031 -0.018232 -0.150599 0.09 0.10 -0.04
H 1.501960 -0.274162 -1.841179 -0.12 -0.17 0.00
H 0.200538 -2.590642 -1.449315 0.31 0.19 -0.44
H 1.844068 -2.305710 -0.800343 0.04 -0.39 0.11
H -0.728298 -2.447789 0.561986 0.01 -0.05 0.09
H 0.676327 -3.129294 1.018213 0.17 -0.13 -0.19
H -2.453489 0.997282 -0.055046 -0.27 -0.50 0.23
H -2.166013 2.661560 -0.221010 0.15 0.27 -0.19
H -0.882558 2.691871 1.630279 0.03 0.10 -0.25
H -0.150848 1.209494 1.371873 -0.15 -0.18 -0.11
H 2.135831 0.815217 1.975588 0.19 -0.38 -0.75
H 1.425590 -0.640361 1.639746 0.20 0.22 -0.26
O 1.633340 0.060682 2.282534 -0.49 -0.01 1.19
```
Positions in Å, forces in eV/Å.

Here are the natural (NBO) charges for atoms 1 to 2, given in e:
1 C -0.24
2 N -0.64

---

Calculated strongest force on any atom, 0.1279, 0.0250 hartree/bohr (same order as the records).